Record 1
The following is a DFT calculation (ωB97M-V with the def2-TZVPD basis set) of a structure of composition C10H24F6O10S6Zn in a non-equilibrium geometry.

spin multiplicity	2
E	-5915.0572	a.u.
frontier orbital gap (spin up / spin down)	0.3282 / 0.1423	Eh
lowest unoccupied orbital energy (spin up / spin down)	-3.1 / -8.2	eV
total charge	+1

Structure (XYZ):
```
57
Properties=species:S:1:pos:R:3:mulliken_spin:R:1
Zn 0.243 -0.482 0.013 0.04
C -4.121 0.656 -0.214 0.01
F -3.846 1.769 -0.865 0.00
F -3.919 0.734 1.120 0.00
F -5.381 0.366 -0.460 0.00
S -3.129 -0.818 -0.890 0.00
O -1.759 -0.650 -0.419 0.03
O -3.752 -2.080 -0.396 0.01
O -3.238 -0.647 -2.338 0.01
C 1.682 -3.068 3.128 0.00
F 1.900 -3.043 4.429 0.00
F 2.627 -2.330 2.481 0.00
F 1.615 -4.279 2.600 0.00
S 0.045 -2.200 2.825 0.00
O 0.088 -1.061 3.769 0.00
O 0.055 -1.733 1.393 0.01
O -1.033 -3.142 3.088 0.00
C -1.657 3.318 1.546 0.00
S -1.238 1.633 2.162 0.00
O -0.194 1.027 1.178 0.00
C -0.290 2.178 3.705 0.00
H -2.228 3.926 2.248 0.00
H -2.264 3.176 0.651 0.00
H -0.735 3.868 1.362 0.00
H 0.695 2.618 3.551 0.00
H -0.305 1.261 4.293 0.00
H -0.896 2.940 4.197 0.00
C 0.791 3.170 -2.154 0.00
S 1.005 1.400 -2.743 0.00
O 0.530 0.646 -1.507 -0.01
C -0.378 1.193 -3.981 0.00
H 1.584 3.341 -1.426 0.00
H -0.172 3.303 -1.661 0.00
H 1.051 3.755 -3.035 0.00
H -0.402 1.967 -4.748 0.00
H -1.362 1.226 -3.512 0.00
H -0.311 0.188 -4.398 0.00
C -0.739 -3.120 -3.263 0.05
S 0.383 -3.322 -1.794 0.24
O 0.591 -1.906 -1.261 0.51
C -0.742 -4.257 -0.534 0.06
H -0.146 -2.673 -4.061 0.00
H -1.566 -2.497 -2.924 0.01
H -1.135 -4.014 -3.746 0.00
H -0.537 -3.917 0.482 0.00
H -0.485 -5.312 -0.628 0.00
H -1.801 -4.135 -0.759 0.02
C 3.131 1.755 1.500 0.00
S 3.418 0.145 0.758 0.00
O 2.010 -0.225 0.357 0.01
C 4.242 0.695 -0.835 0.00
H 2.571 2.461 0.886 0.00
H 4.043 2.195 1.903 0.00
H 2.349 1.722 2.258 0.00
H 3.577 1.024 -1.634 0.00
H 4.647 -0.270 -1.139 0.00
H 4.890 1.527 -0.559 0.00
```

=====

Record 2
The following is a DFT calculation (ωB97M-V with the def2-TZVPD basis set) of a structure of composition C21H18Cl3N3O2S2SeV in a non-equilibrium geometry.

spin multiplicity	2
E	-6648.1418	a.u.
frontier orbital gap (spin up / spin down)	0.1943 / 0.1808	Eh
lowest unoccupied orbital energy (spin up / spin down)	-1.9 / -2.0	eV

Structure (XYZ):
```
51
Properties=species:S:1:pos:R:3:mulliken_spin:R:1
V 0.172 0.320 1.180 1.07
S 1.852 -1.312 0.724 -0.05
C 0.908 -2.540 1.504 0.00
N 1.541 -3.564 2.126 0.02
C 0.768 -4.639 2.724 0.00
C -0.494 -4.065 3.319 0.00
N -1.214 -3.351 2.281 0.04
C -2.670 -3.423 2.333 -0.01
C -3.146 -4.836 2.111 0.00
C -3.865 -5.512 3.087 0.00
C -4.294 -6.816 2.872 0.00
C -3.998 -7.453 1.678 0.00
C -3.277 -6.784 0.696 0.00
C -2.855 -5.483 0.912 0.00
C -0.521 -2.498 1.496 0.06
S -1.378 -1.337 0.510 -0.05
C 2.989 -3.727 2.179 0.00
C 3.424 -4.971 1.444 0.00
C 3.202 -5.068 0.072 0.00
C 3.575 -6.209 -0.618 0.00
C 4.177 -7.265 0.057 0.00
C 4.403 -7.173 1.420 0.00
C 4.024 -6.029 2.111 0.00
H 1.379 -5.101 3.500 0.00
H 0.533 -5.407 1.980 0.00
H -0.254 -3.378 4.138 0.00
H -1.133 -4.861 3.698 0.00
H -3.068 -2.760 1.570 0.00
H -3.011 -3.046 3.302 0.00
H -4.096 -5.014 4.023 0.00
H -4.855 -7.332 3.639 0.00
H -4.330 -8.469 1.508 0.00
H -3.049 -7.277 -0.239 0.00
H -2.294 -4.958 0.147 0.00
H 3.293 -3.773 3.229 0.00
H 3.448 -2.845 1.741 0.00
H 2.733 -4.241 -0.451 0.00
H 3.402 -6.275 -1.684 0.00
H 4.470 -8.155 -0.484 0.00
H 4.873 -7.992 1.949 0.00
H 4.201 -5.957 3.178 0.00
Cl 1.948 1.849 2.047 0.00
C 0.160 2.064 2.327 -0.02
Cl -0.348 3.708 2.226 0.00
Cl -2.461 2.027 -0.368 -0.03
C -0.350 1.219 3.490 0.00
O -1.008 1.617 4.411 0.00
O -0.093 -0.022 3.120 -0.01
Se -0.494 1.396 -0.990 -0.04
C 0.266 3.092 -1.115 0.01
N 0.755 4.117 -1.291 -0.01
```

=====

Record 3
The following is a DFT calculation (ωB97M-V with the def2-TZVPD basis set) of an isolated molecule of C5H10O in a non-equilibrium geometry.

E	-271.6936	a.u.
energy above the lowest of the compared OMol25 structures with the same formula, charge and spin	154.98	kJ/mol
SMILES string	C=CCCCO
frontier orbital gap	0.3870	Eh
lowest unoccupied orbital energy	1.1	eV

Structure (XYZ):
```
16
Properties=species:S:1:pos:R:3:nbo_charge:R:1
C -1.397 0.545 0.699 -0.07
O -0.951 -0.672 1.260 -0.71
C -1.057 0.724 -0.795 -0.40
C 0.473 0.645 -1.143 -0.46
C 1.151 -0.595 -0.654 -0.14
C 1.956 -0.777 0.383 -0.46
H -1.061 1.471 1.194 0.15
H -2.477 0.620 0.778 0.18
H -0.026 -0.521 1.355 0.48
H -1.495 -0.177 -1.231 0.20
H -1.460 1.659 -1.151 0.21
H 0.877 1.547 -0.683 0.20
H 0.441 0.641 -2.217 0.22
H 0.871 -1.455 -1.257 0.20
H 2.395 -1.738 0.370 0.21
H 2.202 -0.102 1.191 0.20
```

=====

Record 4
The following is a DFT calculation (ωB97M-V with the def2-TZVPD basis set) of an isolated molecule of C5H10FOP in a non-equilibrium geometry.

E	-712.8514	a.u.
energy above the lowest of the compared OMol25 structures with the same formula, charge and spin	343.90	kJ/mol
frontier orbital gap (spin up / spin down)	0.2861 / 0.2989	Eh
lowest unoccupied orbital energy (spin up / spin down)	-1.1 / -0.3	eV

Structure (XYZ):
```
18
Properties=species:S:1:pos:R:3:nbo_charge:R:1
C 0.940 0.224 -0.525 -0.40
C -0.112 -0.728 -1.072 -0.77
C 1.518 -1.167 1.822 -0.35
C 1.993 -0.524 0.542 0.13
C -2.250 0.534 0.488 -1.03
O -2.466 -1.979 -0.582 -0.99
F 2.707 -1.606 -0.186 -0.42
P -1.500 -1.094 0.093 1.55
H 1.639 0.598 -1.193 0.22
H 0.567 0.986 0.076 0.20
H -0.583 -0.279 -1.873 0.24
H 0.419 -1.626 -1.381 0.26
H 1.230 -2.209 1.764 0.21
H 1.551 -0.415 2.626 0.20
H 2.889 0.149 0.812 0.18
H -1.546 1.277 0.872 0.24
H -2.729 1.056 -0.439 0.25
H -3.158 0.387 1.039 0.26
```

=====

Record 5
The following is a DFT calculation (ωB97M-V with the def2-TZVPD basis set) of an isolated molecule of C2H7N3O in a non-equilibrium geometry.

E	-319.8265	a.u.
energy above the lowest of the compared OMol25 structures with the same formula, charge and spin	323.60	kJ/mol
SMILES string	[H]/N=C(\N)N(C)O
frontier orbital gap	0.3539	Eh
lowest unoccupied orbital energy	0.8	eV

Structure (XYZ):
```
13
Properties=species:S:1:pos:R:3:nbo_charge:R:1
C 0.885 -0.329 1.383 -0.44
C -0.799 0.146 -0.264 0.57
H 1.196 -1.263 1.764 0.19
H -0.005 -0.166 1.920 0.24
H 1.623 0.408 1.398 0.20
H 1.936 -1.132 -0.848 0.48
H -0.011 0.811 -2.049 0.40
H -1.665 1.178 -1.955 0.40
H -2.609 0.339 0.506 0.36
N 0.445 -0.441 -0.035 -0.18
N -0.898 0.750 -1.523 -0.85
N -1.720 -0.144 0.520 -0.79
O 1.623 -0.157 -0.817 -0.58
```

=====

Record 6
The following is a DFT calculation (ωB97M-V with the def2-TZVPD basis set) of a cluster of 2 separate species, C3H12NO in total in a non-equilibrium geometry.

spin multiplicity	2
E	-250.6379	a.u.
energy above the lowest of the compared OMol25 structures with the same formula, charge and spin	180.34	kJ/mol
frontier orbital gap (spin up / spin down)	0.4896 / 0.2423	Eh
lowest unoccupied orbital energy (spin up / spin down)	-8.7 / -15.4	eV
total charge	+2

Structure (XYZ):
```
17
Properties=species:S:1:pos:R:3:mulliken_spin:R:1
C -2.243 0.108 1.263 0.04
O -1.253 -1.079 1.250 0.86
H -3.166 -0.476 1.170 0.00
H -2.166 0.685 0.328 0.06
H -1.922 0.835 2.034 0.07
H -1.857 -1.803 1.566 -0.02
C 0.909 1.386 -0.961 0.00
N 0.808 0.056 -0.258 0.00
C 1.761 -1.030 -0.807 0.00
H 0.386 2.102 -0.283 0.00
H 0.406 1.328 -1.916 0.00
H 1.968 1.605 -0.986 0.00
H 0.771 0.123 0.772 0.00
H -0.181 -0.193 -0.329 0.00
H 2.752 -0.598 -0.828 0.00
H 1.478 -1.850 -0.154 0.00
H 1.550 -1.197 -1.862 0.00
```

=====

Record 7
The following is a DFT calculation (ωB97M-V with the def2-TZVPD basis set) of a cluster of 4 separate species, C20H23BN4O6 in total in a non-equilibrium geometry.

E	-1470.9051	a.u.
energy above the lowest of the compared OMol25 structures with the same formula, charge and spin	0.00	kJ/mol
SMILES string	O=[N+]([O-])c1ccccc1.O=[N+]([O-])c1ccccc1.O=[N+]([O-])c1ccccc1.BCNC
frontier orbital gap	0.3110	Eh
lowest unoccupied orbital energy	-0.6	eV

Structure (XYZ):
```
54
Properties=species:S:1:pos:R:3:nbo_charge:R:1
B 0.533 -1.910 1.857 0.43
C -0.815 -1.222 2.175 -0.58
N -1.581 -1.898 1.122 -0.61
C -2.745 -2.691 1.490 -0.41
H 1.171 -1.523 0.921 -0.09
H 0.912 -2.875 2.453 -0.08
H -1.251 -1.443 3.158 0.20
H -0.828 -0.130 2.051 0.20
H -1.796 -1.258 0.375 0.37
H -2.554 -3.769 1.504 0.20
H -3.117 -2.390 2.480 0.18
H -3.539 -2.512 0.757 0.20
C -2.258 1.678 0.070 -0.13
C -2.373 2.830 -0.692 -0.21
C -3.413 3.716 -0.459 -0.20
C -4.314 3.409 0.545 0.02
C -4.223 2.273 1.326 -0.18
C -3.174 1.403 1.073 -0.24
N -5.431 4.352 0.802 0.53
O -5.515 5.331 0.091 -0.37
O -6.206 4.074 1.693 -0.38
H -1.430 1.002 -0.110 0.20
H -1.640 3.042 -1.459 0.23
H -3.536 4.628 -1.023 0.25
H -4.954 2.096 2.101 0.25
H -3.063 0.507 1.671 0.22
C 5.040 0.719 2.430 -0.18
C 4.607 -0.046 1.356 -0.19
C 3.553 0.394 0.571 -0.21
C 2.959 1.597 0.897 0.08
C 3.363 2.380 1.963 -0.22
C 4.421 1.926 2.732 -0.21
N 1.825 2.071 0.072 0.52
O 1.499 1.400 -0.891 -0.40
O 1.265 3.093 0.407 -0.37
H 5.862 0.371 3.041 0.22
H 5.072 -0.995 1.128 0.23
H 3.179 -0.194 -0.253 0.26
H 2.855 3.310 2.166 0.25
H 4.760 2.518 3.572 0.22
C -0.066 -1.944 -4.508 -0.18
C 0.668 -3.101 -4.736 -0.21
C 1.600 -3.530 -3.806 -0.22
C 1.765 -2.775 -2.660 0.09
C 1.048 -1.624 -2.401 -0.22
C 0.124 -1.209 -3.347 -0.20
N 2.766 -3.221 -1.662 0.53
O 3.402 -4.225 -1.902 -0.37
O 2.883 -2.554 -0.653 -0.39
H -0.790 -1.614 -5.242 0.22
H 0.518 -3.673 -5.642 0.22
H 2.193 -4.421 -3.947 0.25
H 1.213 -1.071 -1.489 0.26
H -0.442 -0.303 -3.169 0.22
```

=====

Record 8
The following is a DFT calculation (ωB97M-V with the def2-TZVPD basis set) of an isolated molecule of C11H8Br2O2 in a non-equilibrium geometry.

E	-5722.1793	a.u.
energy above the lowest of the compared OMol25 structures with the same formula, charge and spin	422.17	kJ/mol
frontier orbital gap	0.2899	Eh
lowest unoccupied orbital energy	0.2	eV

Structure (XYZ):
```
23
Properties=species:S:1:pos:R:3:nbo_charge:R:1
C 4.171 0.313 -0.665 -0.30
C 4.364 1.026 0.457 0.14
C 2.743 0.031 -0.736 -0.13
C 2.199 0.579 0.530 0.19
C -2.419 -1.912 0.910 -0.31
C -3.726 -1.567 1.042 0.04
C -1.768 -0.846 0.170 -0.39
C -2.807 0.011 -0.118 0.24
C -2.685 1.314 -0.813 -0.67
C 0.934 0.264 0.784 -0.28
C 1.917 -0.612 -1.541 -0.42
O 3.212 1.092 1.253 -0.44
O -3.958 -0.364 0.372 -0.41
Br -0.178 0.856 2.153 0.18
Br 0.141 -0.739 -0.791 0.76
H 5.000 0.109 -1.315 0.24
H 5.099 1.522 1.008 0.21
H -2.081 -2.769 1.302 0.21
H -4.410 -2.143 1.601 0.20
H -2.203 1.193 -1.824 0.23
H -3.690 1.692 -1.174 0.23
H 2.252 -1.212 -2.451 0.23
H -2.107 2.162 -0.155 0.23
```

=====

Record 9
The following is a DFT calculation (ωB97M-V with the def2-TZVPD basis set) of an isolated molecule of C6H16N2 in a non-equilibrium geometry.

E	-347.6243	a.u.
energy above the lowest of the compared OMol25 structures with the same formula, charge and spin	263.99	kJ/mol
SMILES string	CCCNCCNC
frontier orbital gap	0.3467	Eh
lowest unoccupied orbital energy	1.1	eV

Structure (XYZ):
```
24
Properties=species:S:1:pos:R:3:nbo_charge:R:1
C 0.788 1.750 -2.025 -0.43
C 1.811 0.682 -1.801 -0.63
C -0.249 1.872 -0.953 -0.20
N -1.151 0.619 -0.908 -0.65
C -1.245 0.160 0.460 -0.19
C -1.269 -1.351 0.743 -0.24
N 0.048 -1.721 1.280 -0.64
C 0.172 -1.771 2.720 -0.42
H 0.302 1.641 -2.984 0.21
H 1.370 2.758 -2.069 0.21
H 2.785 0.809 -1.178 0.21
H 1.448 -0.229 -1.296 0.21
H 2.163 0.348 -2.730 0.21
H -0.956 2.780 -1.226 0.19
H 0.141 1.994 0.164 0.19
H -0.881 -0.123 -1.551 0.36
H -2.295 0.670 0.875 0.15
H -0.533 0.505 1.070 0.17
H -1.386 -1.931 -0.214 0.19
H -2.176 -1.631 1.370 0.19
H 0.384 -2.563 0.866 0.36
H -0.648 -2.335 3.363 0.16
H 0.241 -0.710 3.034 0.19
H 1.139 -2.221 2.991 0.20
```

=====

Record 10
The following is a DFT calculation (ωB97M-V with the def2-TZVPD basis set) of an isolated molecule of C4H9N3O in a non-equilibrium geometry.

E	-397.2701	a.u.
energy above the lowest of the compared OMol25 structures with the same formula, charge and spin	211.51	kJ/mol
SMILES string	CC(=N\N)/C(O)=C\N
frontier orbital gap	0.2909	Eh
lowest unoccupied orbital energy	0.9	eV

Structure (XYZ):
```
17
Properties=species:S:1:pos:R:3:nbo_charge:R:1
C 1.095 -1.667 0.096 -0.69
C -1.087 -0.374 0.067 0.15
C 0.363 -0.350 0.080 0.17
N 2.319 0.869 0.106 -0.64
N -1.451 2.017 0.096 -0.82
C -1.884 0.715 0.004 -0.04
O -1.647 -1.644 0.092 -0.70
N 0.957 0.790 0.055 -0.29
H -2.605 -1.555 0.087 0.48
H 2.838 0.067 -0.242 0.34
H 2.635 1.747 -0.283 0.37
H -1.975 2.694 -0.437 0.37
H -0.440 2.079 0.026 0.42
H -2.960 0.587 -0.043 0.18
H 1.746 -1.718 0.968 0.23
H 0.385 -2.485 0.130 0.26
H 1.710 -1.773 -0.801 0.21
```